Entry from OMol25: a structure of composition C11H15N2O2PdS2 (ωB97M-V/def2-TZVPD).

Cartesian coordinates (Å):
C1 0.9201 -0.4592 3.0016
H1 -2.6155 -1.7114 -1.7970
H2 -3.4825 1.5353 0.0564
C2 1.4269 2.3857 0.4295
S1 2.4814 1.8067 -0.7463
H3 2.4046 -1.4725 -1.4574
H4 -4.6997 -0.3365 -0.8500
C3 3.6593 -1.6223 -0.0089
H5 2.5566 -0.5634 4.3943
H6 4.1656 -1.3195 2.6490
C4 3.1279 -1.1278 2.4037
N1 1.4209 -1.0617 0.7372
O1 3.0576 -2.1331 -1.1717
C5 2.2334 -0.7071 3.3705
H7 -4.2592 2.2246 -1.3627
Pd1 0.6656 0.2867 -1.4145
C6 0.5679 -0.6543 1.6790
H8 -4.2162 0.0538 -2.5068
C7 2.6821 -1.2798 1.0958
H9 -2.2704 -0.8039 -0.3011
N2 0.7147 2.8020 1.2503
H10 4.3654 -2.3754 0.3484
O2 -1.7860 0.1776 -3.6482
C8 -2.6085 -0.7247 -1.3377
H11 4.2251 -0.7064 -0.2247
H12 -2.1416 2.4502 -2.4751
S2 -1.3581 0.2677 -2.2177
H13 -0.4420 -0.4526 1.3417
C9 -3.8940 0.0712 -1.4641
C10 -2.1254 1.8105 -1.5939
H14 -1.4483 2.2428 -0.8577
H15 0.1918 -0.0962 3.7129
C11 -3.5193 1.4931 -1.0349

Results
Max |F| = 0.00523 hartree/bohr
Charge = -1
Molecular weight = 377.807 g mol⁻¹
Kohn-Sham gap = 6.780 eV
E = -1612.4601 a.u.
LUMO level = 0.113 Eh
Energy relative to the best compared isomer or geometry (same formula, charge and spin) = 11.09 kcal/mol

Here is what Mulliken gives for the atomic charges, in e: number 1, C, carries -0.65; number 2, H, carries 0.43; number 3, H, carries 0.29; number 4, C, carries 0.46; number 5, S, carries -0.53; number 6, H, carries 0.34; number 7, H, carries 0.36; number 8, C, carries -0.75; number 9, H, carries 0.39; number 10, H, carries 0.32; number 11, C, carries -0.62; number 12, N, carries -0.26; number 13, O, carries -0.52; number 14, C, carries -0.30; number 15, H, carries 0.29; number 16, Pd, carries -0.33; number 17, C, carries 0.10; number 18, H, carries 0.30; number 19, C, carries 0.80; number 20, H, carries 0.12; number 21, N, carries -0.67; number 22, H, carries 0.40; number 23, O, carries -0.76; number 24, C, carries -0.51; number 25, H, carries 0.19; number 26, H, carries 0.40; number 27, S, carries 0.68; number 28, H, carries 0.15; number 29, C, carries -0.62; number 30, C, carries -0.44; number 31, H, carries 0.21; number 32, H, carries 0.37; number 33, C, carries -0.64